(1)
{
  "formula": "C19H40N4O4",
  "method": "ωB97M-V with the def2-TZVPD basis set",
  "elements": ["C", "O", "C", "C", "C", "C", "C", "C", "N", "N", "N", "C", "O", "C", "C", "C", "C", "C", "C", "N", "C", "C", "O", "H", "H", "H", "H", "H", "H", "H", "H", "H", "H", "H", "H", "H", "H", "H", "H", "H", "H", "H", "H", "H", "H", "H", "H", "H", "H", "H", "H", "H", "H", "H", "H", "H", "C", "C", "C", "O", "H", "H", "H", "H", "H", "H", "H"],
  "coordinates": [[-5.186, 3.817, -1.783], [-4.336, 2.846, -2.360], [-2.957, 3.196, -2.385], [-2.112, 2.131, -1.668], [-1.221, 1.334, -2.634], [0.036, 2.078, -3.080], [1.008, 2.404, -1.938], [1.451, 1.125, -1.215], [0.877, 1.014, 0.130], [0.777, 1.991, 0.965], [0.239, 1.544, 2.077], [0.019, 0.245, 1.906], [-0.574, -0.507, 2.807], [-0.014, -1.793, 3.158], [1.278, -1.760, 3.966], [2.515, -1.508, 3.103], [1.224, -0.890, 5.241], [-0.018, -1.211, 6.086], [1.371, 0.619, 5.034], [0.415, -0.115, 0.672], [0.357, -1.404, -0.037], [-1.093, -1.905, -0.160], [-1.118, -3.303, -0.344], [-6.114, 3.316, -1.509], [-5.398, 4.623, -2.492], [-4.750, 4.242, -0.873], [-2.813, 4.186, -1.944], [-2.654, 3.257, -3.435], [-1.493, 2.618, -0.911], [-2.797, 1.446, -1.167], [-0.936, 0.368, -2.207], [-1.808, 1.100, -3.527], [-0.223, 3.012, -3.589], [0.571, 1.461, -3.805], [1.899, 2.867, -2.363], [0.578, 3.127, -1.247], [2.533, 1.070, -1.096], [1.157, 0.209, -1.766], [-0.797, -2.265, 3.748], [0.123, -2.402, 2.264], [1.370, -2.788, 4.337], [2.559, -2.224, 2.278], [2.532, -0.510, 2.662], [3.425, -1.636, 3.689], [2.087, -1.213, 5.833], [-0.232, -2.283, 6.049], [0.181, -0.984, 7.134], [-0.889, -0.648, 5.753], [0.403, 1.085, 4.839], [2.037, 0.881, 4.215], [1.756, 1.080, 5.944], [0.991, -2.110, 0.498], [0.811, -1.310, -1.054], [-1.518, -1.483, -1.071], [-1.711, -1.590, 0.687], [-0.879, -3.747, 0.477], [2.541, -2.817, -3.715], [1.200, -2.117, -3.452], [0.814, -1.295, -4.690], [1.274, -1.332, -2.329], [3.325, -2.072, -3.872], [2.819, -3.434, -2.857], [2.500, -3.465, -4.598], [0.442, -2.926, -3.379], [1.564, -0.519, -4.871], [-0.156, -0.813, -4.538], [0.741, -1.914, -5.591]],
  "mulliken_charge": [-0.731, -0.381, -0.936, -0.454, 0.366, -0.593, -1.198, 0.354, 1.065, -0.836, -0.466, 0.440, -0.381, -0.292, 0.179, -1.748, 0.521, -1.637, -1.524, 0.748, 0.174, -0.657, -0.570, 0.252, 0.281, 0.331, 0.470, 0.337, 0.266, 0.398, -0.731, 0.575, 0.494, 0.167, 0.350, 0.542, 0.371, -0.371, 0.472, -0.059, 0.540, 0.359, 0.260, 0.464, 0.510, 0.373, 0.442, 0.310, 0.318, 0.342, 0.427, 0.549, -0.601, 0.244, 0.427, 0.363, -1.515, 0.375, -1.263, -0.677, 0.296, 0.333, 0.425, 0.237, 0.234, 0.151, 0.493],
  "lumo_ha": 0.0020,
  "homo_energy_ev": -7.30,
  "largest_force_ev_per_a": 2.0,
  "energy_ev": -34497.0815,
  "orbital_gap_ev": 7.356
}

(2)
{
  "formula": "C2H6ClPS2",
  "method": "ωB97M-V with the def2-TZVPD basis set",
  "elements": ["C", "C", "P", "S", "S", "Cl", "H", "H", "H", "H", "H", "H"],
  "coordinates": [[-2.259, -0.206, 0.265], [-0.907, -0.218, -0.423], [2.566, -0.179, 0.744], [3.653, 1.108, -0.534], [2.331, -1.860, -0.176], [0.156, 1.026, 0.268], [-2.759, 0.742, 0.099], [-2.865, -1.008, -0.134], [-0.382, -1.170, -0.293], [-0.997, 0.000, -1.488], [3.610, 2.111, 0.337], [-2.146, -0.346, 1.335]],
  "mulliken_charge": [-1.089, -0.093, 0.270, -0.210, -0.332, -0.158, 0.308, 0.308, 0.206, 0.294, 0.168, 0.327],
  "lumo_ha": -0.0200,
  "homo_energy_ev": -8.57,
  "largest_force_ev_per_a": 0.7,
  "energy_ev": -45653.4402,
  "orbital_gap_ev": 8.025,
  "relative_energy_kcal_mol": 21.8
}

(3)
{
  "formula": "C37H46Cl3GeO6ReSi",
  "method": "ωB97M-V with the def2-TZVPD basis set",
  "elements": ["Re", "Cl", "C", "C", "C", "Cl", "C", "O", "C", "Cl", "C", "H", "H", "O", "H", "H", "C", "C", "C", "C", "O", "Si", "O", "O", "C", "C", "C", "C", "O", "C", "C", "C", "C", "H", "H", "H", "H", "H", "H", "H", "H", "H", "H", "H", "H", "H", "H", "H", "H", "H", "H", "H", "H", "H", "H", "H", "H", "H", "H", "H", "C", "Ge", "C", "C", "C", "C", "C", "C", "C", "C", "C", "C", "C", "C", "C", "C", "C", "C", "C", "C", "H", "H", "H", "H", "H", "H", "H", "H", "H", "H", "H", "H", "H", "H", "H"],
  "coordinates": [[0.074, 0.269, 0.705], [-5.542, -0.229, 4.943], [-4.124, -0.496, 4.009], [-3.438, 0.587, 3.485], [-2.313, 0.304, 2.739], [-1.349, 1.609, 2.027], [-1.821, -0.966, 2.492], [-0.701, -1.182, 1.768], [-2.549, -2.028, 3.028], [-2.009, -3.634, 2.723], [-3.685, -1.797, 3.781], [-3.778, 1.599, 3.652], [-4.234, -2.631, 4.194], [1.249, -1.043, -0.822], [0.963, -1.975, -0.843], [1.136, -0.625, -1.859], [-2.959, 1.214, -4.965], [-2.404, 2.255, -4.008], [-3.403, 2.583, -2.913], [-1.951, 3.503, -4.739], [-1.187, 1.733, -3.358], [-0.811, 0.431, -2.539], [-0.532, 0.858, -0.926], [-1.809, -0.809, -2.560], [-2.606, -1.745, -1.793], [-1.680, -2.856, -1.294], [-3.279, -1.028, -0.635], [-3.642, -2.297, -2.756], [0.700, -0.147, -2.959], [1.596, 0.185, -4.109], [2.797, -0.728, -3.950], [1.974, 1.651, -4.023], [0.830, -0.129, -5.377], [-3.868, 1.597, -5.429], [-3.212, 0.293, -4.438], [-2.251, 0.989, -5.760], [-4.297, 3.030, -3.345], [-2.974, 3.290, -2.202], [-3.703, 1.676, -2.385], [-2.799, 3.967, -5.242], [-1.200, 3.256, -5.491], [-1.525, 4.223, -4.040], [-1.157, -2.566, -0.378], [-0.967, -3.113, -2.083], [-2.247, -3.759, -1.070], [-2.547, -0.578, 0.039], [-3.864, -1.743, -0.055], [-3.949, -0.246, -0.989], [-3.158, -2.808, -3.588], [-4.257, -1.489, -3.153], [-4.293, -3.005, -2.243], [3.325, -0.524, -3.017], [3.501, -0.550, -4.762], [2.494, -1.776, -3.983], [2.582, 1.848, -3.140], [1.082, 2.275, -3.999], [2.554, 1.929, -4.904], [0.458, -1.155, -5.365], [1.494, -0.018, -6.234], [-0.001, 0.561, -5.504], [1.803, 0.108, 1.422], [2.924, -1.011, 0.308], [4.282, -0.145, -0.693], [5.397, -0.824, -1.195], [6.380, -0.125, -1.874], [6.262, 1.249, -2.046], [5.169, 1.934, -1.531], [4.184, 1.241, -0.847], [2.126, 0.386, 2.826], [1.765, 1.614, 3.392], [2.082, 1.905, 4.709], [2.754, 0.971, 5.482], [3.136, -0.248, 4.929], [2.841, -0.534, 3.610], [2.866, -2.881, 0.742], [1.910, -3.320, 1.664], [1.757, -4.677, 1.908], [2.543, -5.599, 1.231], [3.475, -5.171, 0.295], [3.637, -3.818, 0.047], [5.512, -1.889, -1.054], [7.243, -0.648, -2.262], [7.036, 1.793, -2.572], [5.094, 3.006, -1.651], [3.342, 1.780, -0.425], [1.278, 2.360, 2.778], [1.813, 2.865, 5.127], [3.002, 1.198, 6.510], [3.676, -0.969, 5.526], [3.158, -1.484, 3.197], [1.271, -2.617, 2.184], [1.024, -5.012, 2.630], [2.427, -6.656, 1.430], [4.079, -5.892, -0.240], [4.360, -3.506, -0.695]],
  "mulliken_charge": [1.659, -0.163, 0.303, -1.036, 1.372, -0.252, -1.317, -0.070, 0.602, -0.159, -0.744, 0.503, 0.492, -0.335, 0.030, 0.314, -1.254, 1.591, -1.499, -1.736, -0.353, -1.681, -0.437, 1.287, 1.806, -1.080, -1.453, -1.927, -0.214, 1.668, -1.559, -1.186, -1.660, 0.544, -0.014, 0.346, 0.516, 0.322, 0.169, 0.493, 0.345, 0.353, -0.273, 0.303, 0.569, 0.238, 0.531, 0.268, 0.428, 0.394, 0.468, 0.247, 0.523, 0.341, 0.098, 0.042, 0.525, 0.338, 0.528, 0.182, 1.070, 1.181, -0.016, -0.379, -0.876, -0.575, -0.554, -0.155, 0.764, -0.481, -0.986, -0.518, -1.111, -0.173, 0.932, 0.637, -1.097, -0.666, -0.905, -0.461, 0.228, 0.482, 0.444, 0.476, 0.429, 0.478, 0.458, 0.445, 0.458, 0.436, 0.152, 0.449, 0.424, 0.459, 0.213],
  "lumo_ha": -0.2563,
  "homo_energy_ev": -13.60,
  "largest_force_ev_per_a": 0.8,
  "energy_ev": -155482.5023,
  "orbital_gap_ev": 6.630,
  "charge": 2,
  "relative_energy_kcal_mol": 0.0
}

(4)
{
  "formula": "C8H12LuO8",
  "method": "ωB97M-V with the def2-TZVPD basis set",
  "elements": ["Lu", "O", "C", "O", "C", "O", "C", "C", "O", "O", "H", "H", "H", "H", "H", "C", "C", "C", "O", "C", "O", "O", "H", "H", "H", "H", "H", "H", "H"],
  "coordinates": [[0.521, -0.444, 0.097], [-1.389, 2.485, 2.739], [-0.515, 1.740, 2.137], [-0.754, 1.068, 1.143], [0.866, 1.762, 2.760], [1.652, 0.715, 2.224], [1.712, -0.514, 3.008], [1.146, -1.450, 1.952], [1.895, -1.703, 0.965], [-0.103, -1.514, 1.826], [-2.248, 2.497, 2.291], [0.792, 1.721, 3.846], [1.343, 2.708, 2.496], [1.092, -0.456, 3.898], [2.749, -0.727, 3.249], [-1.864, -0.857, -1.748], [-0.480, -0.654, -2.371], [-0.473, -0.755, -3.879], [0.353, -1.699, -1.769], [0.079, 0.732, -1.853], [-0.654, 1.691, -1.786], [1.263, 0.639, -1.324], [-2.299, -1.791, -2.097], [-2.511, -0.028, -2.015], [-1.798, -0.899, -0.643], [-0.873, -1.721, -4.189], [0.541, -0.642, -4.268], [-1.088, 0.038, -4.300], [1.046, -1.940, -2.390]],
  "mulliken_charge": [1.267, -0.444, 0.738, -0.493, -0.494, -0.521, -0.486, 0.996, -0.616, -0.625, 0.399, 0.434, 0.328, 0.417, 0.372, -1.135, 0.939, -1.647, -0.611, 0.684, -0.535, -0.723, 0.420, 0.369, 0.306, 0.429, 0.485, 0.380, 0.367],
  "lumo_ha": -0.1196,
  "homo_energy_ev": -13.66,
  "largest_force_ev_per_a": 3.6,
  "energy_ev": -58487.6044,
  "orbital_gap_ev": 10.401,
  "charge": 1,
  "relative_energy_kcal_mol": 29.2
}